No. 1
Entry from OMol25: C5H10N2S in the gas phase in a non-equilibrium geometry (wB97M-V/def2-TZVPD).

Last column: natural (NBO) charge in e.
Geometry (Å):
S  0.48428  2.89436  -1.72080  -0.0298
N  -1.49258  0.60739  -0.04528  -0.2552
N  -0.32011  0.26138  -0.78333  -0.2842
C  0.99578  -1.60702  0.39149  -0.4092
C  0.51235  1.33860  -1.35387  -0.1458
C  0.06382  -1.28103  -0.73024  -0.2057
C  -2.04732  1.79928  -0.21547  -0.1407
C  0.57079  -0.67983  1.74839  -0.6433
H  -0.28889  -1.17576  2.33041  0.2357
H  0.79810  -2.81252  0.61984  0.2200
H  -2.84235  1.98653  0.43903  0.1784
H  0.63540  0.49436  1.40856  0.2350
H  -0.85543  -1.60061  -0.42363  0.2190
H  -1.60004  2.72705  -0.71194  0.2054
H  1.39579  0.91598  -1.78622  0.1888
H  2.22198  -1.61809  -0.05622  0.2082
H  0.40559  -1.63344  -1.61645  0.2084
H  1.36283  -0.61664  2.50571  0.2151

Kohn-Sham gap ... 8.574 eV
HOMO ... -8.30 eV
Structure (SMILES) ... C=NN(C=S)CCC
Lowest unoccupied orbital energy ... 0.3 eV

No. 2
Entry from OMol25: a molecular structure, C13H12N4OPtS6Sb (wB97M-V/def2-TZVPD).

Last column: natural (NBO) charge in e.
Geometry (Å):
Pt  -0.02532  0.57162  1.12433  0.9167
Sb  -2.26177  3.22831  0.96465  1.3914
S  -3.01498  3.92994  -1.03292  -0.8389
S  -0.08143  -1.99603  1.06745  -0.2142
S  -2.94049  4.24831  2.84035  -0.8213
S  -2.35213  0.83255  1.05341  -0.6491
S  -0.00668  0.64533  3.38215  0.0024
S  0.17546  2.86685  0.98423  -0.4949
O  0.03780  0.45810  -0.93585  -0.7720
N  2.01246  0.40354  1.29984  -0.3028
N  2.22025  0.54185  4.79472  -0.8023
N  -1.81181  -1.65224  -0.92165  -0.4844
N  2.58515  0.38604  2.55904  -0.4262
C  1.15000  0.46961  -1.62214  0.4805
C  -1.63577  -2.06885  0.35066  0.1207
C  3.40199  0.41916  -3.35073  -0.2934
C  2.10517  0.48311  -3.86806  -0.1719
C  -2.79552  -2.51107  1.01441  -0.2438
C  2.81622  0.36591  0.30624  0.1432
C  2.46713  0.40689  -1.09663  -0.2524
C  3.55621  0.38581  -1.98551  -0.1337
C  -4.00456  -2.52863  0.37154  -0.1172
C  -4.12109  -2.06757  -0.94714  -0.2749
C  -2.99522  -1.60526  -1.55937  0.0895
C  1.01699  0.51016  -3.03099  -0.3109
C  1.72475  0.50111  3.52309  0.2576
H  3.17708  0.26274  4.91925  0.3941
H  -4.88720  -2.86112  0.90235  0.2220
H  1.58459  0.41020  5.55949  0.3944
H  1.95198  0.52328  -4.94003  0.2046
H  -2.69228  -2.81267  2.04566  0.2429
H  4.55276  0.34120  -1.55997  0.1996
H  4.26252  0.40697  -4.00532  0.2059
H  0.00956  0.59332  -3.42100  0.2169
H  3.87290  0.31111  0.55755  0.1945
H  -1.00495  -1.18923  -1.33466  0.4690
H  -2.97943  -1.17631  -2.54989  0.2274
H  -5.07035  -2.03404  -1.45853  0.2310

Kohn-Sham gap ... 6.028 eV
HOMO ... -4.36 eV
Net charge ... -1
Lowest unoccupied orbital energy ... 1.7 eV

Calculated energy above the lowest of the compared OMol25 structures with the same formula, charge and spin (eV), listed in the same order as above: 5.416, 0.000